Entry 1:
A molecular structure, C47H43N12O2S2SeV at a distorted geometry, computed with ωB97M-V with the def2-TZVPD basis set.

CARTESIAN COORDINATES (ANGSTROEM)
Se  2.053  0.308  -2.488
V  -0.052  -0.610  -1.116
S  -1.999  1.951  1.717
S  2.580  1.134  2.199
O  -2.693  -0.934  7.002
O  1.670  -2.081  0.193
N  3.900  -3.282  2.528
N  -1.757  -2.844  -0.635
N  -4.343  2.803  2.623
N  -1.171  -1.511  2.247
N  0.603  0.479  0.317
N  0.561  1.186  -6.909
N  0.141  -2.524  -2.012
N  -1.358  0.784  -1.689
N  -4.130  -2.496  6.282
N  -3.202  4.350  1.436
N  -1.734  -1.525  -0.757
N  3.610  -2.791  1.258
C  -2.870  -0.729  -0.626
C  -1.137  1.996  -2.439
C  5.363  -0.985  -1.452
C  5.752  -1.579  1.227
C  1.431  0.655  -4.248
C  -0.071  5.522  -0.250
C  2.161  1.469  -5.118
C  -2.244  5.083  0.676
C  -0.220  2.940  -1.998
C  -0.650  4.314  -3.939
C  -0.523  6.701  -0.827
C  2.690  -4.036  4.555
C  0.780  -5.214  -1.773
C  -2.809  -2.475  3.702
C  1.549  -4.375  -2.593
C  4.611  -2.036  0.567
C  -2.701  6.272  0.106
C  6.518  -0.549  -0.816
C  0.024  4.090  -2.744
C  -0.915  4.706  0.498
C  -0.621  -3.356  -1.231
C  -1.821  2.231  -3.626
C  -2.447  -1.619  4.724
C  2.223  -2.558  1.168
C  -3.085  -1.646  6.110
C  -2.139  -2.397  2.486
C  0.246  0.126  -4.762
C  -0.844  -0.678  3.239
C  1.699  1.695  -6.407
C  6.708  -0.850  0.528
C  -5.146  -0.188  -0.091
C  -1.449  -0.711  4.495
C  -1.851  7.073  -0.642
C  4.901  -4.346  2.573
C  -1.580  3.376  -4.377
C  1.427  0.777  1.103
C  4.418  -1.743  -0.776
C  1.193  -3.055  -2.681
C  -4.938  1.092  -0.627
C  -0.138  0.417  -6.065
C  -2.641  0.562  -1.181
C  -3.177  3.084  1.938
C  1.680  -2.998  2.441
C  -0.308  -4.716  -1.109
C  2.701  -3.445  3.185
C  -4.110  -1.102  -0.112
C  -3.721  1.464  -1.177
H  -2.232  7.987  -1.084
H  -4.235  -2.106  0.280
H  -4.334  1.899  3.063
H  5.671  -4.129  1.844
H  1.724  -3.845  5.023
H  0.746  4.819  -2.384
H  2.274  2.323  -7.083
H  7.592  -0.498  1.048
H  -0.055  0.042  3.029
H  1.749  -2.361  -3.291
H  0.302  2.756  -1.070
H  7.251  0.041  -1.354
H  -4.778  3.541  3.152
H  -0.447  5.205  -4.528
H  0.964  5.214  -0.378
H  -2.380  -3.071  1.665
H  -0.377  -0.502  -4.147
H  -1.067  0.007  -6.453
H  -6.111  -0.459  0.327
H  5.167  -0.725  -2.485
H  -4.377  -3.188  5.600
H  -0.548  3.781  0.923
H  -3.597  -3.212  3.807
H  2.408  -4.741  -3.140
H  0.638  -2.921  2.714
H  -1.145  -0.033  5.284
H  -3.736  6.572  0.251
H  -4.079  4.822  1.533
H  3.473  -3.592  5.174
H  3.517  -2.065  -1.278
H  -3.583  2.459  -1.578
H  3.086  1.927  -4.778
H  -0.935  -5.333  -0.478
H  -5.752  1.811  -0.612
H  -4.488  -2.587  7.216
H  4.468  -5.327  2.347
H  0.146  7.320  -1.415
H  -2.529  1.488  -3.973
H  5.870  -1.752  2.290
H  2.851  -5.119  4.530
H  -2.108  3.526  -5.314
H  5.355  -4.371  3.561
H  1.043  -6.259  -1.666

Calculated values
energy relative to the best compared isomer or geometry (same formula, charge and spin): 21.5 kcal/mol
gap between HOMO and LUMO (alpha / beta): 6.07 / 5.95 eV
DFT total energy: -184122.2051 eV
charge: -1
multiplicity: 4
HOMO (alpha / beta): -3.986 / -4.279 eV

---

Entry 2:
A molecular structure, C47H44AsBrN3O8PSSe2Sr at a distorted geometry, computed with ωB97M-V with the def2-TZVPD basis set.

CARTESIAN COORDINATES (ANGSTROEM)
Sr  -2.046  0.543  -0.451
Br  -6.170  0.867  -7.192
Se  -0.806  3.495  -1.554
Se  2.432  2.941  0.463
As  -2.689  0.931  2.764
S  -4.319  -2.328  0.430
P  1.185  -0.705  -0.369
O  -3.162  0.621  -2.685
O  -3.411  -1.296  -0.100
O  -4.286  0.685  1.977
O  -1.827  1.744  1.580
O  -2.016  -0.773  2.212
O  -4.021  2.086  -1.250
O  -4.225  -3.568  -0.311
O  -5.660  -1.848  0.667
N  0.581  -1.536  -2.285
N  -0.224  0.435  -3.179
N  1.638  -0.090  1.271
C  -0.352  -4.641  1.625
C  -2.607  -1.896  2.690
C  3.130  4.749  0.671
C  -7.524  1.712  -4.836
C  2.840  -1.122  -1.073
C  4.751  0.572  0.671
C  0.722  1.393  5.077
C  -0.248  4.197  0.182
C  -3.601  -2.653  2.049
C  -0.777  -0.822  -5.602
C  4.808  -2.483  -1.414
C  -4.082  -3.803  2.671
C  -5.286  1.516  -3.190
C  2.599  0.279  1.993
C  0.792  -4.016  2.099
C  -1.066  0.538  -5.436
C  0.594  -2.288  0.404
C  0.059  -0.886  -3.324
C  4.611  -0.383  -2.551
C  5.335  -1.538  -2.280
C  1.252  -2.852  1.501
C  -1.030  -4.089  0.551
C  4.714  -0.907  2.556
C  -4.063  1.402  -2.298
C  1.050  0.747  3.897
C  6.075  0.232  0.432
C  2.865  2.482  5.084
C  -0.556  -2.930  -0.055
C  -5.181  1.179  -4.534
C  -2.141  -2.353  3.934
C  -3.617  -4.237  3.898
C  -0.225  -1.531  -4.571
C  -2.627  -3.495  4.535
C  2.295  0.954  3.304
C  -0.776  1.082  -4.200
C  3.568  -2.280  -0.818
C  -7.616  2.027  -3.487
C  6.719  -0.686  1.250
C  4.054  -0.003  1.728
C  -6.500  1.942  -2.669
C  0.811  3.715  -2.625
C  3.379  -0.179  -1.950
C  1.628  2.265  5.673
C  0.625  3.323  1.074
C  -6.300  1.297  -5.336
C  6.035  -1.255  2.315
C  3.200  1.822  3.908
H  7.749  -0.961  1.054
H  -6.541  2.194  -1.617
H  1.325  -4.426  2.950
H  -1.353  -1.772  4.398
H  0.762  -2.510  -2.503
H  2.139  -2.375  1.896
H  2.805  0.714  -2.177
H  4.243  1.281  0.032
H  -2.226  -3.811  5.491
H  0.741  3.813  2.045
H  -0.249  1.230  5.528
H  4.166  1.991  3.445
H  3.018  5.082  1.702
H  1.363  2.778  6.590
H  0.514  4.100  -3.600
H  5.362  -3.390  -1.195
H  5.003  0.360  -3.237
H  -4.186  0.102  1.204
H  3.170  -3.033  -0.150
H  -4.836  -4.378  2.147
H  3.570  3.169  5.538
H  4.179  -1.346  3.392
H  2.631  5.454  0.006
H  -8.569  2.341  -3.077
H  -1.952  -4.525  0.188
H  6.530  -1.974  2.958
H  -1.105  -2.527  -0.894
H  -8.384  1.781  -5.488
H  -1.021  2.125  -4.012
H  6.301  -1.702  -2.746
H  0.352  0.092  3.388
H  0.181  5.190  0.030
H  1.320  2.761  -2.738
H  -0.730  -5.535  2.107
H  -4.234  0.819  -4.915
H  6.597  0.674  -0.408
H  1.470  4.429  -2.140
H  -4.015  -5.140  4.343
H  -1.205  4.320  0.693
H  -1.000  -1.323  -6.539
H  4.189  4.727  0.419
H  -0.015  -2.590  -4.671
H  0.151  2.359  1.261
H  -1.522  1.135  -6.214

Calculated values
energy relative to the best compared isomer or geometry (same formula, charge and spin): 21.7 kcal/mol
gap between HOMO and LUMO: 5.87 eV
DFT total energy: -352844.6239 eV
charge: -2
multiplicity: 1
HOMO: -2.289 eV

---

Entry 3:
A molecular structure, C47H44Br3IN10OSr at a distorted geometry, computed with ωB97M-V with the def2-TZVPD basis set.

CARTESIAN COORDINATES (ANGSTROEM)
I  1.438  1.553  1.537
Sr  0.737  -0.596  -0.939
Br  3.847  3.672  3.086
Br  -0.175  0.891  -5.399
Br  -4.080  4.887  -4.973
O  -0.239  1.049  -2.313
N  2.258  -2.601  8.007
N  2.918  -1.993  -0.011
N  -1.708  2.724  -0.727
N  2.894  0.356  -2.119
N  1.801  -2.319  -2.516
N  -5.229  -0.733  1.429
N  -1.316  -1.944  -1.955
N  -4.536  -0.505  2.552
N  -4.481  -0.363  0.455
N  -3.294  0.103  0.900
C  -5.028  -3.388  3.305
C  4.745  -2.006  1.532
C  -2.102  2.882  -4.860
C  -2.773  3.682  -2.686
C  1.586  -2.994  4.585
C  -2.873  3.706  -4.100
C  3.441  -1.704  1.184
C  -3.368  4.422  -0.486
C  3.071  -2.976  -2.244
C  -1.208  1.995  -4.244
C  5.007  -2.954  -0.641
C  2.991  5.765  -0.370
C  -5.035  -0.921  3.856
C  -0.669  -2.646  -2.893
C  0.659  -3.260  -2.500
C  2.036  4.984  -1.008
C  2.889  -0.239  -3.318
C  -1.038  1.881  -2.868
C  1.844  -1.312  -3.574
C  3.687  -2.612  -0.905
C  -2.343  -2.157  -4.517
C  3.089  4.175  1.426
C  -4.546  -2.312  4.271
C  -1.864  2.787  -2.075
C  0.400  -1.537  3.015
C  3.769  1.330  -1.888
C  3.518  5.362  0.846
C  -3.535  4.511  -1.832
C  -3.031  -2.359  4.443
C  1.373  -2.094  5.636
C  1.610  3.800  -0.428
C  1.862  -2.375  6.949
C  -2.461  -1.342  -2.280
C  1.115  -2.725  3.321
C  -2.428  3.504  0.040
C  -1.149  -2.782  -4.185
C  5.544  -2.642  0.596
C  -3.352  0.009  2.206
C  0.665  -0.917  5.370
C  -0.046  -1.238  1.696
C  4.676  1.154  -4.079
C  3.771  0.130  -4.321
C  0.195  -0.650  4.106
C  2.133  3.390  0.796
C  -2.253  3.414  1.529
C  4.679  1.766  -2.838
C  -3.011  -1.428  -3.550
H  -4.739  -4.375  3.667
H  -4.585  -3.253  2.316
H  -2.174  2.901  -5.938
H  2.774  -1.215  1.884
H  2.024  -1.744  -4.569
H  5.368  1.465  -4.850
H  -0.936  -0.625  1.614
H  -0.591  -3.352  -4.917
H  3.732  1.782  -0.903
H  0.870  -0.810  -3.629
H  -4.715  -0.172  4.581
H  5.600  -3.452  -1.398
H  0.491  -0.211  6.173
H  0.857  -4.117  -3.158
H  3.741  -0.369  -5.281
H  -0.111  -2.132  1.064
H  -0.337  0.281  3.932
H  2.935  -4.062  -2.271
H  1.280  -3.448  2.529
H  -2.095  4.402  1.964
H  -2.723  -3.323  4.849
H  -1.406  2.776  1.767
H  -2.510  -2.234  3.490
H  4.261  5.962  1.353
H  1.618  5.293  -1.958
H  3.328  6.691  -0.816
H  -2.941  -0.767  -1.498
H  3.790  -2.744  -3.035
H  -2.579  0.274  2.907
H  -3.940  5.047  0.188
H  -6.121  -0.894  3.786
H  -2.672  -1.586  5.126
H  -2.738  -2.230  -5.522
H  -3.937  -0.915  -3.769
H  -4.243  5.206  -2.261
H  -6.113  -3.370  3.188
H  -3.151  2.992  1.987
H  0.862  3.184  -0.915
H  6.572  -2.893  0.826
H  5.365  2.568  -2.603
H  5.114  -1.746  2.514
H  0.583  -3.644  -1.478
H  -5.007  -2.488  5.249
H  2.121  -3.916  4.779

Calculated values
energy relative to the best compared isomer or geometry (same formula, charge and spin): 24.2 kcal/mol
gap between HOMO and LUMO: 6.26 eV
DFT total energy: -285467.7939 eV
charge: 0
multiplicity: 1
HOMO: -6.241 eV

---

Entry 4:
A molecular structure, C47H44FI2N2O4P2S2Sc at a distorted geometry, computed with ωB97M-V with the def2-TZVPD basis set.

CARTESIAN COORDINATES (ANGSTROEM)
I  0.715  4.654  1.559
I  -1.365  -1.778  1.844
Sc  0.042  0.581  0.408
S  1.809  -0.063  2.385
S  2.199  1.783  -0.544
P  2.816  1.189  1.242
P  0.928  -1.853  -0.694
F  -5.763  4.259  -4.652
O  4.302  0.567  1.075
O  -1.144  0.166  -1.017
O  3.063  2.562  2.055
O  -5.356  3.166  0.427
N  -1.125  2.097  1.271
N  -4.476  -1.133  -0.851
C  -4.425  0.957  0.307
C  0.708  -0.089  -4.369
C  0.007  -2.352  -4.707
C  -2.422  0.107  -0.730
C  -0.516  3.690  2.990
C  -2.973  2.683  -2.966
C  -0.865  -6.643  1.154
C  3.383  2.577  3.435
C  -0.134  -4.386  0.403
C  0.239  -2.637  -3.372
C  3.233  -2.507  0.659
C  -2.310  2.353  0.444
C  3.681  -1.481  -1.463
C  -4.796  4.725  -2.543
C  -4.828  3.977  -3.702
C  4.582  -2.705  0.857
C  -1.003  -3.887  1.401
C  -2.361  2.649  4.730
C  -3.076  1.124  0.000
C  5.187  1.325  0.259
C  0.242  -1.085  -5.213
C  0.730  -1.652  -2.520
C  -5.069  -0.183  -0.151
C  5.035  -1.688  -1.263
C  -3.931  2.952  -3.927
C  4.862  2.314  3.656
C  -3.824  4.450  -1.600
C  -1.736  -4.719  2.242
C  1.568  -4.366  -1.358
C  -2.891  3.438  -1.802
C  1.606  -5.742  -1.422
C  -0.646  4.248  4.243
C  -5.216  1.944  1.129
C  0.772  -6.467  -0.601
C  -1.578  3.725  5.125
C  -2.200  2.081  3.482
C  0.708  -3.666  -0.495
C  -1.824  3.177  -0.790
C  -3.193  -1.010  -1.131
C  6.617  0.887  0.507
C  -2.554  -2.135  -1.883
C  0.940  -0.373  -3.036
C  5.486  -2.325  -0.120
C  -0.081  -5.827  0.317
C  -1.259  2.578  2.557
C  -1.677  -6.095  2.117
C  2.767  -1.923  -0.517
H  5.742  -1.355  -2.010
H  0.875  0.912  -4.744
H  -5.519  5.509  -2.384
H  3.348  -0.972  -2.359
H  6.721  -0.171  0.286
H  0.013  -3.629  -3.002
H  -3.002  3.001  1.002
H  -6.120  -0.339  0.050
H  1.269  0.420  -2.377
H  -5.898  3.768  0.945
H  2.522  -2.813  1.417
H  3.099  3.579  3.771
H  -0.380  -3.131  -5.350
H  2.280  -6.239  -2.108
H  7.279  1.459  -0.137
H  -3.275  -2.936  -2.019
H  -2.261  -6.725  2.771
H  -3.987  2.384  -4.843
H  4.904  1.160  -0.786
H  0.771  -7.549  -0.634
H  5.114  2.457  4.703
H  -4.724  2.119  2.100
H  5.104  1.291  3.370
H  2.779  1.826  3.960
H  -1.699  4.179  6.098
H  -2.361  -4.281  3.003
H  -2.270  1.879  -3.128
H  6.540  -2.523  0.016
H  0.038  -0.868  -6.252
H  5.455  3.000  3.053
H  -6.207  1.510  1.335
H  -2.798  1.223  3.197
H  5.062  2.393  0.483
H  6.894  1.051  1.546
H  -2.195  -1.792  -2.851
H  -0.801  -7.714  1.025
H  -1.687  -2.506  -1.328
H  -1.449  4.129  -0.410
H  4.925  -3.169  1.769
H  -0.061  5.118  4.512
H  -3.785  5.036  -0.696
H  -0.981  2.629  -1.234
H  -3.117  2.266  5.403
H  2.230  -3.805  -2.004

Calculated values
energy relative to the best compared isomer or geometry (same formula, charge and spin): 8.2 kcal/mol
gap between HOMO and LUMO (alpha / beta): 3.79 / 6.73 eV
DFT total energy: -140498.0993 eV
charge: -1
multiplicity: 2
HOMO (alpha / beta): -1.758 / -4.697 eV